[1]
{
  "formula": "C2H13N2O2",
  "method": "ωB97M-V/def2-TZVPD",
  "lumo_ev": -3.0089,
  "energy_ha": -343.75319,
  "de_lowest_kcal_mol": 14.6,
  "spin_multiplicity": 1,
  "largest_force_ev_per_a": 2.46,
  "charge": 1,
  "symbols": ["C", "N", "C", "N", "H", "H", "H", "H", "H", "H", "H", "H", "H", "H", "H", "O", "H", "H", "O"],
  "coordinates": [[-1.96436, -1.02950, 0.27298], [-2.57151, -0.70574, -1.01160], [-0.46429, -0.82030, 0.22440], [-0.15006, 0.46169, -0.40803], [-2.40487, -0.36689, 1.01899], [-2.10924, -2.03355, 0.65682], [-3.57198, -0.89184, -0.96238], [-2.32347, -1.55292, -1.54752], [-0.05644, -0.74383, 1.25588], [-0.05865, -1.68845, -0.28620], [0.73414, 0.51600, -0.95442], [-0.23820, 1.28163, 0.19881], [-0.91330, 0.68105, -1.08074], [2.58327, 0.83651, 1.62049], [2.58273, 1.78235, 2.74781], [2.31005, 1.73683, 1.82745], [3.26486, 0.22936, -1.43364], [2.85757, 1.51698, -0.80440], [2.49377, 0.79063, -1.33471]],
  "forces_ev_per_a": [[-0.4, 1.0, 1.2], [0.3, -2.1, -0.6], [-0.1, -0.3, 1.7], [-0.8, 1.4, -1.9], [0.0, 0.1, 0.1], [-0.2, -0.3, -0.1], [-0.1, 0.7, 0.3], [0.1, 0.7, -0.6], [-0.2, -0.5, -0.7], [0.7, 0.4, -0.3], [0.2, -0.1, 0.6], [0.6, -0.4, 0.5], [0.1, -0.6, -0.1], [0.0, -0.1, -0.3], [-0.1, 0.5, 0.3], [0.0, -0.6, -0.1], [0.1, -0.4, -0.3], [-0.3, 0.2, -0.1], [0.2, 0.4, 0.5]]
}


[2]
{
  "formula": "C2H13N2O3",
  "method": "ωB97M-V/def2-TZVPD",
  "lumo_ev": -2.5514,
  "energy_ha": -418.97095,
  "de_lowest_kcal_mol": 36.1,
  "spin_multiplicity": 1,
  "largest_force_ev_per_a": 4.68,
  "charge": 1,
  "symbols": ["C", "N", "C", "N", "H", "H", "H", "H", "H", "H", "H", "H", "H", "O", "H", "H", "O", "H", "H", "O"],
  "coordinates": [[2.33791, 1.99138, 1.44048], [0.59515, -0.23956, -1.02432], [0.99507, 0.52783, -0.01529], [2.19013, 0.79902, 0.52056], [3.23457, 1.76419, 2.05778], [1.43463, 2.04829, 2.08416], [2.52015, 3.01856, 0.87061], [1.27138, -0.78721, -1.55751], [-0.50174, -0.66633, -1.19777], [0.19335, 0.95331, 0.57679], [3.04934, 0.31658, 0.21364], [-2.02517, -1.91968, -1.98110], [-1.60440, -0.69079, -3.16452], [-1.66327, -1.01854, -2.12245], [-3.42124, -4.04500, -2.37277], [-3.32533, -3.12993, -0.96672], [-2.82669, -3.36243, -1.84159], [-0.99426, 0.76266, 3.10366], [-0.78901, 2.26222, 2.95573], [-0.67057, 1.41545, 2.42063]],
  "forces_ev_per_a": [[0.7, 0.6, -0.6], [-0.6, -0.9, 0.8], [-0.5, -0.7, 0.3], [-0.2, 0.3, -0.8], [-0.7, 0.4, -0.3], [0.7, 0.0, -0.6], [-0.5, -2.4, 1.0], [0.0, 0.4, 0.2], [2.3, 1.6, -0.2], [-0.1, 0.3, -0.3], [-0.8, 0.6, 0.0], [-0.2, 0.0, -1.2], [-0.4, -1.9, 4.3], [0.7, 1.9, -3.0], [1.8, 2.3, 1.9], [1.0, -1.0, -2.5], [-2.9, -1.5, 1.0], [0.5, 0.7, -1.2], [0.2, -1.3, -1.3], [-0.9, 0.7, 2.7]]
}


[3]
{
  "formula": "C2H13N2V",
  "method": "ωB97M-V/def2-TZVPD",
  "lumo_ev": [-4.1991, -4.0328],
  "energy_ha": -1137.15476,
  "de_lowest_kcal_mol": 0.0,
  "spin_multiplicity": 2,
  "largest_force_ev_per_a": 1.95,
  "charge": 1,
  "symbols": ["C", "V", "N", "N", "H", "H", "H", "H", "H", "H", "H", "H", "H", "H", "C", "H", "H", "H"],
  "coordinates": [[2.79242, 0.77975, 0.61685], [-1.54909, -0.12471, -0.37875], [-1.23919, -2.15446, 0.18615], [-0.22304, 0.25347, -2.09876], [-2.13207, -2.37046, 0.58726], [3.30841, -0.12485, 0.80698], [2.88109, 1.49091, 1.44864], [1.73740, 0.56134, 0.45876], [3.23682, 1.31470, -0.23624], [-1.02665, 0.44971, -2.72631], [0.23387, -0.49255, -2.62693], [0.36595, 1.06435, -2.31762], [-1.15876, -2.83094, -0.55794], [-0.61882, -2.57824, 0.90867], [-1.54278, 1.08476, 1.30827], [-0.71301, 1.48540, 1.92255], [-2.16584, 0.31092, 1.86319], [-2.18673, 1.88089, 0.83523]],
  "forces_ev_per_a": [[-0.3, 1.6, -0.2], [0.9, 1.1, 1.3], [0.7, -1.2, 0.7], [-0.7, 0.2, -1.5], [-0.9, -0.3, 0.3], [0.6, -0.8, 0.3], [-0.1, -0.5, 0.0], [-0.1, 0.1, -0.1], [-0.3, -0.4, 0.1], [0.3, 0.0, 0.2], [0.1, -0.2, 0.5], [-0.1, -0.1, 0.7], [0.0, -0.2, -0.7], [0.0, 1.0, -0.5], [-0.2, -0.8, -1.4], [-0.7, -0.3, -0.4], [0.3, 1.0, -0.1], [0.3, -0.3, 0.9]]
}